The molecule C2H2FNO2. Source: OMol25; level of theory: ωB97M-V/def2-TZVPD.

```
8
Properties=species:S:1:pos:R:3:mulliken_charge:R:1
C 1.3599 0.0526 0.1121 -0.7350
C -0.1163 0.4368 -0.0171 0.3902
F -0.4706 1.6534 -0.2247 -0.1774
N -1.2084 -0.5375 -0.0938 0.9631
O -0.8921 -1.6435 -0.3677 -0.5270
O -2.2635 -0.0186 0.1271 -0.5392
H 1.9167 0.8594 -0.0915 0.3066
H 1.6744 -0.8026 0.5557 0.3189
```

Computed properties:
E_tot in eV: -10403.4785
Gap between HOMO and LUMO in eV: 9.08
HOMO in eV: -10.1
SMILES string: C=C(F)[N+](=O)[O-]
Charge: 0
Energy above the lowest of the compared OMol25 structures with the same formula, charge and spin in kcal/mol: 131.6

***

A cluster of 2 separate species, C3H10NOS in total. Source: OMol25; level of theory: ωB97M-V/def2-TZVPD.

```
16
Properties=species:S:1:pos:R:3:mulliken_charge:R:1
C -1.0490 0.4925 -0.0868 -0.4113
C -0.7411 -0.9511 -0.5139 -0.7968
S 0.0361 -1.9904 0.8125 -0.6855
C -0.4532 1.5353 -1.0113 -0.4158
N -0.7946 2.9215 -0.6577 -0.6898
H -0.6318 0.6191 0.9164 0.2323
H -2.1391 0.6020 0.0401 0.3009
H 0.0368 -0.9303 -1.2758 0.2397
H -1.6044 -1.4618 -0.9332 0.3038
H -0.8345 1.3619 -2.0225 0.2766
H 0.6346 1.4787 -1.0205 0.2789
H -0.1486 3.2306 0.0715 0.2684
H -1.7063 2.9377 -0.2150 0.2518
H 2.8523 -0.1105 -0.3101 0.2859
H 1.8095 -0.6402 0.7151 0.2062
O 2.6442 -0.1086 0.6315 -0.6453
```

Computed properties:
E_tot in eV: -17647.0920
Gap between HOMO and LUMO in eV: 6.76
HOMO in eV: -2.7
Charge: -1
Energy above the lowest of the compared OMol25 structures with the same formula, charge and spin in kcal/mol: 8.1

***

A structure of composition C25H49N5O2PTi. Source: OMol25; level of theory: ωB97M-V/def2-TZVPD.

```
83
Properties=species:S:1:pos:R:3:lowdin_spin:R:1
Ti 10.2834 10.3276 8.5784 1.5740
N 12.0612 9.1634 8.2198 0.0541
C 12.5158 8.5540 9.5624 0.0143
C 14.0578 8.3633 9.7395 -0.0008
C 14.5035 7.3641 8.6063 -0.0019
C 15.9565 6.9822 8.7878 0.0024
N 16.5277 6.1114 7.7537 0.0042
C 16.9553 6.3919 6.5326 0.0232
N 17.3898 7.6369 6.1869 0.0048
N 16.9337 5.3778 5.6478 0.0088
C 11.8407 9.5020 10.7116 0.0087
O 12.3484 9.7165 11.7684 0.0010
O 10.5960 9.8617 10.4239 0.0284
H 11.7441 8.4064 7.6713 0.0084
H 12.7912 9.6651 7.7429 0.0065
H 11.9274 7.6120 9.7052 0.0007
H 14.1410 7.9558 10.7384 0.0004
H 14.6164 9.3315 9.7409 -0.0017
H 14.4733 7.9055 7.6281 -0.0027
H 13.8364 6.5176 8.6414 0.0002
H 16.2192 6.4320 9.7644 0.0014
H 16.5804 7.9210 8.8291 0.0001
H 16.2877 5.1636 7.9176 0.0053
H 18.1158 7.7710 5.4840 0.0078
H 17.4624 8.3315 6.9729 0.0003
H 16.9822 4.4552 5.8862 0.0074
H 17.1122 5.4858 4.6430 0.0038
C 8.2139 15.4640 9.9491 0.0006
C 8.5762 13.9961 9.6888 0.0025
C 8.7291 13.1210 10.9603 0.0038
P 9.9992 13.9726 8.5475 0.0072
C 10.0042 15.2087 7.0868 0.0004
C 10.1316 16.6767 7.5722 -0.0008
C 8.7014 15.0520 6.1644 -0.0004
C 11.7327 14.2692 9.2131 0.0005
C 12.8004 13.2648 8.6608 -0.0012
C 11.8374 14.4517 10.7730 -0.0003
H 7.4358 15.4445 10.7213 0.0001
H 7.7167 16.0145 9.0824 0.0000
H 9.0141 16.1100 10.3714 0.0000
H 7.6641 13.6549 9.1511 0.0008
H 8.7968 13.6879 11.8791 0.0002
H 9.5715 12.4246 10.9305 0.0020
H 7.9001 12.4604 10.9680 0.0009
H 10.8473 15.0524 6.4060 -0.0014
H 9.7439 17.2746 6.7921 0.0000
H 11.1433 17.0700 7.8051 -0.0006
H 9.5953 16.8948 8.4115 0.0000
H 9.0077 14.8144 5.1271 -0.0007
H 8.2416 16.0151 6.2510 0.0000
H 7.9799 14.3282 6.5719 0.0004
H 11.9104 15.3185 8.8012 -0.0003
H 12.8866 12.3915 9.3618 0.0011
H 13.7986 13.7069 8.7949 -0.0019
H 12.7964 12.9052 7.6670 -0.0010
H 12.2859 15.4862 10.9111 -0.0003
H 12.6243 13.8530 11.1917 -0.0002
H 10.8476 14.3859 11.2987 0.0000
C 6.6934 6.4314 11.6236 0.0006
N 7.1308 6.6932 10.2714 0.0020
C 7.6595 5.5399 9.5735 0.0004
C 7.6880 8.0471 10.0664 0.0061
C 7.6484 8.4244 8.6254 0.0396
C 6.5202 8.1823 7.8941 -0.0018
C 6.4648 8.4986 6.5405 0.0546
C 7.5805 9.0210 5.8971 0.0021
C 8.6687 9.3396 6.6454 0.0439
C 8.7634 9.0802 8.0650 0.0132
H 6.4428 7.3188 12.1510 0.0002
H 7.4814 5.9421 12.3006 0.0000
H 5.7910 5.7923 11.6138 0.0000
H 8.7553 5.5030 9.6576 0.0000
H 7.2752 5.3990 8.5845 0.0001
H 7.3964 4.6438 10.1666 0.0000
H 8.6411 8.1195 10.6735 0.0003
H 6.9943 8.6756 10.5951 0.0020
H 5.6730 7.6886 8.4614 -0.0013
H 5.4906 8.3384 6.1176 0.0047
H 7.6158 9.2502 4.8398 -0.0011
H 9.5619 9.6775 6.1598 0.0093
C 9.9260 12.2810 7.9796 0.0344
H 9.0084 11.9941 7.3758 0.0060
H 10.6287 12.2920 7.1274 0.0142
```

Computed properties:
E_tot in eV: -70662.1006
Gap between HOMO and LUMO (spin up / spin down) in eV: 1.67 / 1.60
HOMO (spin up / spin down) in eV: 0.0 / 0.1
Multiplicity: 3
Charge: -1

***

The molecule C6H12N2. Source: OMol25; level of theory: ωB97M-V/def2-TZVPD.

```
20
Properties=species:S:1:pos:R:3:mulliken_charge:R:1
H 0.4681 -2.4410 -0.1270 0.1783
N 0.2251 -1.6023 0.4108 -0.6953
C 1.0321 -0.5302 0.1403 0.7277
C 2.5060 -0.6213 -0.1006 -1.2007
C 0.2001 0.5534 0.1038 -0.7795
C 0.4289 2.0091 0.3548 -1.2962
C -1.0983 -0.1407 0.0989 1.6054
C -1.7207 -0.6255 -1.1881 -1.4448
N -2.0074 0.1894 1.0558 -0.4393
H 2.7075 -1.2848 -0.9476 0.2925
H 3.0167 -1.0410 0.7693 0.3079
H 2.9391 0.3545 -0.3230 0.2953
H 1.4771 2.2570 0.1756 0.3415
H 0.2059 2.3087 1.3874 0.2340
H -0.1784 2.6405 -0.3002 0.3192
H -0.9480 -0.9056 -1.8979 0.3646
H -2.3214 0.1834 -1.6184 0.3415
H -2.3750 -1.4834 -1.0171 0.3791
H -1.6509 0.4464 1.9628 0.2272
H -2.9067 -0.2668 1.0603 0.2418
```

Computed properties:
E_tot in eV: -9395.0929
Gap between HOMO and LUMO in eV: 8.16
HOMO in eV: -7.2
SMILES string: [H]/N=C(C)/C(C)=C(\C)N
Charge: 0
Energy above the lowest of the compared OMol25 structures with the same formula, charge and spin in kcal/mol: 40.5

***

A structure of composition C23H17AuBrFN6O7S. Source: OMol25; level of theory: ωB97M-V/def2-TZVPD.

```
57
Properties=species:S:1:pos:R:3:mulliken_charge:R:1
Au 1.7020 0.5236 0.6149 1.0832
C -0.3129 -1.2518 4.9285 -0.9119
N -0.4679 -1.9302 3.6460 0.2371
C -1.4203 -2.8854 3.3623 -0.9211
C -1.2657 -3.2243 2.0691 -0.3152
N -0.2053 -2.4905 1.5674 0.4593
C 0.2784 -1.6912 2.5584 0.3181
S 1.5916 -0.5689 2.6491 -0.5294
C 0.2413 -2.5712 0.1964 0.8173
C -0.6230 -3.0245 -0.7867 -0.4727
C -0.1043 -3.1396 -2.0649 -0.6614
C 1.2150 -2.7813 -2.2961 -0.5156
C 1.9574 -2.2847 -1.2402 -0.4665
N 1.4783 -2.1869 0.0006 -0.3922
H -0.9093 -1.7816 5.6652 0.3044
H -0.6666 -0.2253 4.8491 0.3359
H 0.7315 -1.2586 5.2303 0.4222
H -2.1065 -3.2455 4.1067 0.5127
H -1.7935 -3.9398 1.4694 0.5034
H -1.6656 -3.2153 -0.5794 0.2543
H -0.7374 -3.4794 -2.8727 0.4195
H 1.6497 -2.8463 -3.2828 0.4177
H 2.9747 -1.9349 -1.3740 0.5059
Br 3.3524 2.9523 -7.1332 -0.2068
C 2.6413 2.8612 -5.3762 0.1955
C 3.3859 2.2545 -4.3785 -0.6962
C 2.8652 2.1924 -3.0950 -0.2911
C 1.6121 2.7268 -2.8230 0.1846
C 0.8796 3.3299 -3.8376 -0.3833
C 1.3917 3.4035 -5.1228 -0.5698
C 1.0244 2.6396 -1.4520 0.7676
O -0.1207 2.9954 -1.2262 -0.6893
O 1.8615 2.2358 -0.5234 -0.7441
H 4.3591 1.8386 -4.5987 0.4351
H 3.4280 1.7288 -2.2952 0.5787
H -0.0959 3.7364 -3.6095 0.4657
H 0.8303 3.8727 -5.9185 0.4231
O 5.1047 0.6651 2.5095 -0.5235
C 4.3647 0.5728 1.6076 0.7464
N 3.6749 0.4564 0.6201 -0.6069
F -2.5729 2.9209 3.4130 -0.3229
C -2.8221 1.8454 2.6587 0.3322
C -2.6225 1.8601 1.3383 -0.1124
N -2.8705 0.7594 0.5420 0.1291
C -2.2629 0.7055 -0.7808 -1.8212
C -0.7740 0.4174 -0.7044 1.6062
O -0.1423 0.1897 -1.7160 -0.5712
O -0.3025 0.4691 0.5174 -0.6763
C -3.2213 -0.4515 1.1014 0.3499
O -3.2686 -1.4929 0.4749 -0.6297
N -3.5077 -0.4010 2.4499 0.0457
C -3.2521 0.6390 3.3431 0.2133
O -3.3651 0.4786 4.5386 -0.6394
H -2.2118 2.7274 0.8366 0.5244
H -2.3787 1.6646 -1.2844 0.3298
H -2.7494 -0.0768 -1.3551 0.4658
H -3.7760 -1.2834 2.8632 0.2862
```

Computed properties:
E_tot in eV: -134688.8719
Gap between HOMO and LUMO in eV: 7.19
HOMO in eV: -8.8
Charge: 0
Energy above the lowest of the compared OMol25 structures with the same formula, charge and spin in kcal/mol: 17.3